1.
This record from the Open Molecules 2025 dataset describes the ion C5H8N with charge +1. The level of theory is ωB97M-V with the def2-TZVPD basis set.

As for the lowest unoccupied orbital energy (alpha / beta): -5.1 / -4.3 eV. The value obtained for the energy above the lowest of the compared OMol25 structures with the same formula, charge and spin is 565.9 kJ/mol. Its HOMO-LUMO gap (alpha / beta) is 0.282 / 0.311 hartree.

Geometry as ORCA input:
```
! RIJCOSX wB97M-V def2-TZVPD def2/J DEFGRID3
* xyz 1 1
C 2.043 0.137 1.759
C 1.215 -0.175 0.913
C -0.899 1.486 -0.648
C -0.033 0.482 -1.348
C 0.275 -0.282 -0.094
N -0.704 -1.342 0.284
H 2.623 0.043 2.650
H -0.494 2.482 -0.486
H -1.718 1.203 -0.018
H -0.561 -0.089 -2.005
H 0.990 0.778 -1.901
H -1.609 -0.828 0.438
H -0.251 -1.962 0.969
H -0.878 -1.933 -0.513
*
```

2.
This record from the Open Molecules 2025 dataset describes a cluster of 8 separate species, C36H49Cl2F8NO26 in total. The level of theory is ωB97M-V with the def2-TZVPD basis set.

Its structure (SMILES) is CCOCCON(CCOCC(F)(F)C(F)(F)C(F)(F)C(F)F)C(=O)O[C@H](Cl)[C@@H](C)Cl.O=C1OCCO1.O=C1OCCO1.O=C1OCCO1.O=C1OCCO1.O=C1OCCO1.O=C1OCCO1.O=C1OCCO1. As for the lowest unoccupied orbital energy: -0.2 eV. Its HOMO-LUMO gap is 0.318 hartree.

Geometry as ORCA input:
```
! RIJCOSX wB97M-V def2-TZVPD def2/J DEFGRID3
* xyz 0 1
C 0.707 0.335 -0.622
C 0.645 1.382 -1.881
O -0.622 1.393 -2.627
C -1.062 0.025 -2.991
C -2.319 -0.344 -2.006
O -3.216 -1.408 -2.529
N -3.688 -2.004 -1.417
C -3.624 -3.513 -1.485
C -2.001 -3.900 -1.370
O -1.758 -5.208 -0.742
C -0.298 -5.159 -0.395
C 0.333 -6.624 -0.016
F -0.357 -7.123 1.197
F -0.004 -7.577 -1.137
C 1.977 -6.622 0.083
F 2.634 -5.653 -0.826
F 2.440 -7.988 -0.361
C 2.572 -6.414 1.596
F 2.540 -7.685 2.396
F 4.040 -6.106 1.423
C 1.939 -5.135 2.417
F 0.848 -5.526 3.379
F 3.042 -4.588 3.290
C -5.045 -1.485 -0.999
O -6.057 -1.503 -1.874
O -5.265 -0.912 0.337
C -4.704 0.448 0.461
Cl -2.999 0.452 1.279
C -5.646 1.388 1.474
C -5.308 3.012 1.263
Cl -7.443 0.980 1.279
H -0.297 0.347 0.016
H 0.986 -0.773 -0.969
H 1.561 0.695 0.130
H 1.588 1.215 -2.553
H 0.762 2.473 -1.413
H -0.201 -0.768 -3.018
H -1.471 0.114 -4.109
H -2.930 0.634 -1.774
H -1.837 -0.806 -1.017
H -4.261 -4.055 -0.666
H -3.956 -3.904 -2.560
H -1.448 -3.846 -2.406
H -1.561 -3.087 -0.615
H -0.219 -4.461 0.565
H 0.311 -4.688 -1.305
H 1.614 -4.240 1.728
H -4.698 1.050 -0.570
H -5.296 1.157 2.591
H -4.350 3.078 0.581
H -5.047 3.506 2.309
H -6.247 3.563 0.823
C 3.776 3.337 1.497
C 3.309 4.673 1.979
O 2.382 5.070 0.986
C 1.933 3.931 0.383
O 1.001 3.889 -0.403
O 2.664 2.846 0.773
H 4.031 2.664 2.320
H 4.633 3.413 0.821
H 2.792 4.613 2.942
H 4.126 5.395 2.058
C 6.298 0.797 5.411
C 7.663 1.021 4.847
O 7.458 2.052 3.899
C 6.331 2.722 4.279
O 5.956 3.772 3.786
O 5.680 2.064 5.282
H 6.326 0.484 6.458
H 5.723 0.063 4.836
H 8.375 1.371 5.602
H 8.067 0.126 4.365
C 2.625 8.957 -2.064
C 1.536 9.027 -1.043
O 2.008 8.186 -0.007
C 3.367 8.136 -0.124
O 4.112 7.640 0.704
O 3.783 8.714 -1.289
H 2.725 9.887 -2.630
H 2.488 8.127 -2.765
H 1.401 10.038 -0.644
H 0.579 8.667 -1.429
C -2.623 5.034 -3.872
C -2.038 5.646 -2.641
O -3.103 5.587 -1.711
C -3.932 4.581 -2.120
O -4.859 4.142 -1.461
O -3.586 4.132 -3.362
H -1.875 4.506 -4.470
H -3.129 5.771 -4.505
H -1.194 5.070 -2.248
H -1.720 6.680 -2.801
C -9.011 -4.439 -3.054
C -8.510 -4.787 -4.418
O -7.104 -4.729 -4.272
C -6.834 -4.923 -2.948
O -5.717 -5.104 -2.492
O -7.976 -4.891 -2.202
H -9.955 -4.939 -2.817
H -9.136 -3.360 -2.917
H -8.793 -5.800 -4.722
H -8.850 -4.079 -5.179
C 3.217 7.650 5.043
C 2.720 7.758 6.448
O 1.831 6.663 6.564
C 2.210 5.744 5.628
O 1.770 4.608 5.560
O 3.145 6.261 4.778
H 4.243 8.012 4.935
H 2.576 8.179 4.330
H 3.521 7.643 7.185
H 2.199 8.701 6.633
C 3.289 -10.329 -2.244
C 3.140 -11.815 -2.188
O 3.191 -12.199 -3.549
C 3.860 -11.213 -4.214
O 4.234 -11.295 -5.372
O 4.057 -10.124 -3.415
H 3.805 -9.929 -1.367
H 2.328 -9.816 -2.356
H 3.964 -12.298 -1.652
H 2.193 -12.121 -1.734
*
```